1.
C12H27N5O7V | the ωB97M-V functional and the def2-TZVPD basis

The value obtained for the orbital gap (spin up / spin down) is 6.443 / 6.714 eV. As for the spin multiplicity: 4. The calculation puts the total energy at -2217.6803 a.u. As for the expectation value of S²: 3.97. The calculation puts the LUMO energy (spin up / spin down) at -0.45 / -0.46 eV.

```
52
Properties=species:S:1:pos:R:3:mulliken_charge:R:1
O -1.0555 0.7658 0.2768 -0.583
C 1.6378 0.5765 2.1553 0.608
H 3.2282 -0.6740 -0.3828 -0.029
C 2.0776 1.6094 1.2668 0.188
N 1.2417 -0.5615 1.5457 0.539
H -2.4007 -2.6078 -2.8324 0.467
V 1.3353 -0.4804 -0.4395 -0.444
H -4.5090 0.5852 1.8138 0.306
H -0.4016 -0.2067 -4.6116 0.334
C -0.8006 -1.8118 -1.6778 0.567
O 3.5921 -0.3505 -2.4770 -0.530
H 3.3447 2.8503 2.4362 0.358
H -4.9362 2.4780 1.1848 0.249
H -3.5844 3.6448 1.0037 0.321
O 0.6734 1.2326 -2.7485 -0.816
H 2.1099 -4.6327 1.8647 0.298
N 0.5494 0.0887 -2.1227 0.846
H 4.4968 -0.0558 -2.2845 0.318
H -2.8087 0.1272 2.1665 0.247
C 1.5023 0.8041 3.6190 -1.503
H 0.8150 -4.4422 1.0602 0.405
H 2.4851 1.0281 4.0552 0.351
H 3.8933 -2.0867 -1.2372 0.509
H 2.2136 -1.6862 -1.6005 -0.171
H -2.8461 -2.1854 -1.1727 0.047
O 1.9194 2.3580 -0.9293 -0.614
C 3.2026 -1.2379 -1.3486 0.162
O 0.6040 -1.5004 2.3185 -0.597
O -0.3620 -2.8312 0.3540 -1.030
H -1.8135 -1.1606 -4.1103 0.417
H 0.8673 1.6863 3.7991 0.290
C 2.5259 2.9509 1.7138 -1.508
N -3.1100 1.6165 0.7060 0.210
H 0.1871 -2.1414 1.6113 0.423
N -0.0273 -1.9515 -0.5681 0.828
C -4.0412 2.7276 0.6076 -0.832
H -1.6597 2.6596 -0.3235 0.447
C -0.4241 -0.7579 -2.5635 0.037
N 1.9035 1.3312 -0.0468 0.633
C -2.0471 -2.6113 -1.7999 -1.370
O 1.3611 -5.1300 1.4990 -0.672
H -1.6876 0.5617 -3.6604 0.247
C -1.1260 -0.3685 -3.8054 -1.414
H 1.4333 1.9189 -1.8113 0.416
H 1.0673 -0.0670 4.1148 0.383
C -3.5250 0.3955 1.3793 -0.614
H 1.6963 3.4757 2.2109 0.281
H -1.8844 -3.6487 -1.4904 0.358
H 2.8698 3.5493 0.8638 0.383
H -3.5947 -0.4439 0.6718 0.130
H -4.3188 2.9165 -0.4394 0.319
C -1.8700 1.6936 0.1854 -0.199
```

=====

2.
C12H28AlN4O8P | the ωB97M-V functional and the def2-TZVPD basis

The value obtained for the orbital gap (spin up / spin down) is 4.404 / 6.615 eV. As for the spin multiplicity: 2. The calculation puts the total energy at -1878.3471 a.u. As for the net charge: +1. As for the expectation value of S²: 1.77. The calculation puts the LUMO energy (spin up / spin down) at -7.51 / -5.39 eV.

```
54
Properties=species:S:1:pos:R:3:mulliken_charge:R:1
H -3.8326 -0.7674 -4.9624 0.334
N 0.4400 1.8013 -2.3973 0.196
H -2.7806 1.3228 -3.3445 0.334
H -0.3647 4.9576 3.6037 0.388
H -4.5136 1.0479 -3.3855 0.345
H 0.3188 -0.2644 -2.5423 0.336
C 0.2779 4.3120 4.2023 -0.998
C -2.9841 -1.1044 -4.3670 -0.840
H -0.4314 2.7315 -0.6375 0.138
H 0.9419 3.6282 -1.3201 0.318
C -2.9804 -1.3591 -1.8916 0.242
H 1.0346 0.9661 -4.3417 0.315
H 4.0462 -3.1308 -0.1370 0.373
N 0.8697 3.1525 3.4640 0.083
C 0.0941 2.9858 -1.5580 -0.826
C 1.7246 -2.5898 1.0745 0.113
H 3.6795 -4.8429 -0.1738 0.265
H 2.0636 2.1134 -3.7858 0.378
H -2.8453 -2.1729 -4.5314 0.319
H 1.1296 4.9679 4.3830 0.341
H -3.5834 1.1354 -1.8709 0.256
H 0.5244 2.6989 -4.3476 0.310
H -0.2036 4.0010 5.1295 0.319
N -3.2153 -0.6096 -3.0142 0.136
C 2.1053 2.4378 3.9398 -0.854
H -0.8350 3.2997 2.3962 0.385
H -0.4522 3.5251 -2.3318 0.354
H 2.3781 -2.5062 1.9566 0.291
O 0.6660 -3.4792 3.9942 -0.385
O 0.1805 1.5470 2.1015 -0.596
H 2.1033 2.1723 4.9970 0.347
O -0.5677 0.4483 -0.8290 -0.453
C 0.0302 2.6429 2.5755 0.160
N 2.1108 -3.4764 0.1924 0.148
C 1.3737 -3.9050 -1.0121 -0.819
H -2.1531 -0.5921 -4.8520 0.305
C 0.0138 0.5994 -1.9315 -0.101
Al -1.6856 -0.5529 1.7679 1.382
C 3.4797 -3.9160 0.3636 -0.978
C -3.5893 0.7501 -2.8905 -1.005
C 0.9952 1.8980 -3.7776 -0.950
O 0.0751 -1.4069 3.8341 -0.273
H 2.9732 3.0752 3.7712 0.322
H 2.2759 1.4408 3.5336 0.253
H -2.5489 -2.3243 -2.1988 0.262
H 1.4423 -3.0935 -1.7366 0.286
O -3.2108 -1.1120 -0.7143 -0.602
H 1.7798 -4.7386 -1.5850 0.336
O -0.4206 -2.2472 5.8447 -0.288
O -2.0133 -2.7396 3.5850 -0.555
P -0.6212 -2.6677 4.3805 0.838
H 3.6626 -4.0887 1.4242 0.359
H 0.3132 -4.1217 -0.8836 0.282
O 0.7291 -1.8498 0.8367 -0.627
```

=====

3.
C12H28IO3P2Ru | the ωB97M-V functional and the def2-TZVPD basis

The value obtained for the orbital gap (spin up / spin down) is 8.429 / 5.590 eV. As for the spin multiplicity: 5. The calculation puts the total energy at -1773.8938 a.u. As for the net charge: +3. As for the expectation value of S²: 6.04. The calculation puts the LUMO energy (spin up / spin down) at -10.69 / -13.78 eV.

```
47
Properties=species:S:1:pos:R:3:mulliken_charge:R:1
H -0.7897 2.0993 -4.0276 0.444
H -1.7261 3.0563 -1.3171 0.434
H 1.4705 3.6448 0.4973 0.324
H 1.4395 4.1109 2.2204 0.537
H 2.2115 -0.9272 1.7298 0.172
Ru -0.2142 -0.2876 -0.2730 0.510
H -0.5141 3.6090 -2.5282 0.474
H 2.1827 -2.5117 0.8967 0.480
C -0.6902 1.1281 -3.5222 -1.114
C -1.6389 0.5339 0.5182 0.359
H -0.4914 -2.3737 3.7164 0.474
C -0.6581 3.0710 -1.5757 -1.298
C 1.7652 -1.9321 1.7274 -1.131
C -0.6407 -1.4453 3.1390 -1.299
O 0.8933 1.0389 0.9936 -0.322
C -2.4523 -2.8050 -2.6816 0.685
H 1.4834 0.6599 3.6144 0.323
H -0.0368 3.4830 1.4229 0.344
O -2.9479 -2.0556 -1.9608 -0.113
H -1.4146 -3.2895 -4.3960 0.378
H 1.4499 2.4019 4.0061 0.536
H -0.7635 -3.9372 2.2736 0.444
H 2.2007 1.6942 -1.0093 0.172
H -2.9429 -4.2620 -4.0722 0.386
H -0.0279 1.5726 3.4217 0.343
I 0.7693 -2.0138 -1.9315 -0.098
H -1.4076 -4.5338 -3.0963 0.378
C -2.0359 -3.7848 -3.6212 -0.833
C 1.0669 1.6318 3.3206 -1.408
H 1.9432 -2.4480 2.6848 0.433
P -0.0421 1.3618 -1.8333 1.029
H -0.0983 3.5683 -0.7758 0.204
H 0.0293 -4.0429 0.6585 0.379
P -0.0290 -1.7740 1.4408 1.035
C 1.0585 3.3908 1.4820 -1.410
H -0.0819 -0.6229 3.5998 0.204
C 1.7506 1.6476 -2.0115 -1.131
C -0.6703 -3.4738 1.2811 -1.116
H -1.6513 -3.4448 0.7907 0.317
O -2.4577 1.1394 1.0994 -0.292
C 1.4475 1.9772 1.8881 0.412
H -1.7098 -1.1918 3.1169 0.434
H 1.9236 2.5821 -2.5693 0.432
H 0.0091 0.4841 -4.0673 0.379
H -1.6688 0.6353 -3.4673 0.318
H 2.1686 0.7943 -2.5568 0.480
H 2.5388 1.8407 1.7540 0.314
```

=====

4.
C12H28O4Si | the ωB97M-V functional and the def2-TZVPD basis

The value obtained for the orbital gap is 10.733 eV. As for the spin multiplicity: 1. The calculation puts the total energy at -1064.5972 a.u. The calculation puts the energy above the lowest of the compared OMol25 structures with the same formula, charge and spin at 69.8 kJ/mol. The calculation puts the LUMO energy at 0.82 eV.

```
45
Properties=species:S:1:pos:R:3:mulliken_charge:R:1
H -1.2064 3.5688 1.2771 0.290
H 1.0450 1.3626 3.3950 0.268
C 0.1916 3.6661 -0.4465 -1.052
H -3.5428 -2.8172 -0.6949 0.382
H -0.6724 3.8841 -1.1453 0.271
H 1.2573 -1.6358 2.6747 0.248
C -2.1728 -0.3753 -1.6959 -0.523
H 0.3956 2.8268 1.6872 0.073
C 1.5782 -1.7631 -0.5188 -0.928
O -1.0470 -0.8483 0.4331 0.041
H 1.4279 -1.5851 0.5115 -0.130
O -1.0746 1.8148 0.6367 -0.446
H 2.5867 -0.6939 3.1823 0.333
H 0.5440 -0.7898 -2.9803 0.453
C 1.5366 -0.8392 3.3139 -1.267
C 1.5637 -0.8234 -2.7550 -1.602
C -2.5784 -2.5089 -0.2840 -1.670
H -0.3120 0.1854 2.9139 0.253
H -3.0257 0.7808 0.6320 0.280
H -4.3770 -0.2410 -0.2067 0.382
C -0.3503 2.9768 0.8398 -0.101
C 3.2201 0.1191 -1.0716 -1.810
H 2.0836 -0.0736 -3.3962 0.341
H 1.8836 -1.8584 -2.9544 0.324
H -2.9607 -0.8354 -2.4051 0.463
H 3.4956 0.4610 -0.1066 0.399
H -2.5349 -2.8824 0.7387 0.353
H -3.6955 -0.6965 1.3342 0.383
H 0.5858 -2.2107 -0.8241 0.169
C -3.4538 -0.2088 0.3886 -1.483
H 2.4216 -2.4515 -0.6096 0.559
H -1.1371 -0.6614 -2.0380 -0.344
H 3.9753 -0.7509 -1.0890 0.326
H 0.9185 3.0905 -0.9976 0.133
C 0.7330 0.4008 2.9558 -0.100
O 1.0236 0.6140 1.5768 -0.406
C -2.2549 -1.0137 -0.2767 1.229
H 0.4752 4.6896 -0.2469 0.445
O 0.8261 0.6280 -0.9190 0.190
H -2.2978 0.7557 -1.6340 0.231
H 1.3994 -1.2773 4.3124 0.380
H 3.5279 0.8486 -1.8150 0.361
Si -0.0983 0.5198 0.3912 0.308
H -1.7309 -2.9470 -0.8485 0.386
C 1.8277 -0.4047 -1.2353 1.612
```

=====

> Among the records above, which one has the lowest total energy?

C12H27N5O7V

=====

> What is the formula in the second record?

C12H28AlN4O8P

=====

Repeat the fourth record exactly.
C12H28O4Si | the ωB97M-V functional and the def2-TZVPD basis

The value obtained for the orbital gap is 10.733 eV. As for the spin multiplicity: 1. The calculation puts the total energy at -1064.5972 a.u. The calculation puts the energy above the lowest of the compared OMol25 structures with the same formula, charge and spin at 69.8 kJ/mol. The calculation puts the LUMO energy at 0.82 eV.

```
45
Properties=species:S:1:pos:R:3:mulliken_charge:R:1
H -1.2064 3.5688 1.2771 0.290
H 1.0450 1.3626 3.3950 0.268
C 0.1916 3.6661 -0.4465 -1.052
H -3.5428 -2.8172 -0.6949 0.382
H -0.6724 3.8841 -1.1453 0.271
H 1.2573 -1.6358 2.6747 0.248
C -2.1728 -0.3753 -1.6959 -0.523
H 0.3956 2.8268 1.6872 0.073
C 1.5782 -1.7631 -0.5188 -0.928
O -1.0470 -0.8483 0.4331 0.041
H 1.4279 -1.5851 0.5115 -0.130
O -1.0746 1.8148 0.6367 -0.446
H 2.5867 -0.6939 3.1823 0.333
H 0.5440 -0.7898 -2.9803 0.453
C 1.5366 -0.8392 3.3139 -1.267
C 1.5637 -0.8234 -2.7550 -1.602
C -2.5784 -2.5089 -0.2840 -1.670
H -0.3120 0.1854 2.9139 0.253
H -3.0257 0.7808 0.6320 0.280
H -4.3770 -0.2410 -0.2067 0.382
C -0.3503 2.9768 0.8398 -0.101
C 3.2201 0.1191 -1.0716 -1.810
H 2.0836 -0.0736 -3.3962 0.341
H 1.8836 -1.8584 -2.9544 0.324
H -2.9607 -0.8354 -2.4051 0.463
H 3.4956 0.4610 -0.1066 0.399
H -2.5349 -2.8824 0.7387 0.353
H -3.6955 -0.6965 1.3342 0.383
H 0.5858 -2.2107 -0.8241 0.169
C -3.4538 -0.2088 0.3886 -1.483
H 2.4216 -2.4515 -0.6096 0.559
H -1.1371 -0.6614 -2.0380 -0.344
H 3.9753 -0.7509 -1.0890 0.326
H 0.9185 3.0905 -0.9976 0.133
C 0.7330 0.4008 2.9558 -0.100
O 1.0236 0.6140 1.5768 -0.406
C -2.2549 -1.0137 -0.2767 1.229
H 0.4752 4.6896 -0.2469 0.445
O 0.8261 0.6280 -0.9190 0.190
H -2.2978 0.7557 -1.6340 0.231
H 1.3994 -1.2773 4.3124 0.380
H 3.5279 0.8486 -1.8150 0.361
Si -0.0983 0.5198 0.3912 0.308
H -1.7309 -2.9470 -0.8485 0.386
C 1.8277 -0.4047 -1.2353 1.612
```